ORCA calculation (wB97M-V/def2-TZVPD) on a 5-piece molecular cluster, C31H75BF3N4O11PS overall at a distorted geometry.

Results
F_max, eV/Å: 1.5
Kohn-Sham gap, eV: 8.6
E_tot, hartree: -3336.87114
HOMO level, eV: -8.49
Total charge: 0
ΔE to the lowest compared entry with this formula, charge and spin, kcal/mol: 0.0

Geometry (Å):
C (-0.4033, -2.7289, -3.3487)
C (-0.0357, -2.8404, -1.8544)
C (-0.4064, -1.5889, -1.0677)
N (-1.8345, -1.3930, -0.9025)
C (-2.4374, -1.0735, 0.3263)
C (-2.1684, -2.0768, 1.4836)
C (-2.2214, -3.6099, 1.3296)
O (-2.5123, -4.1147, 0.0468)
C (-0.9410, -4.2254, 1.8779)
F (0.1754, -3.8257, 1.2468)
F (-0.9793, -5.5733, 1.7915)
F (-0.8021, -3.9101, 3.1693)
O (-1.9119, 0.1252, 0.9736)
C (-1.5663, 1.3609, 0.3697)
O (-1.9545, 2.3470, 1.3184)
B (0.0498, 1.5107, 0.1756)
O (0.6540, 1.4651, -1.0652)
O (0.7628, 1.5928, 1.3483)
P (-2.3744, 2.1191, -1.1547)
O (-3.9565, 2.2719, -0.9188)
O (-2.2038, 1.1646, -2.4509)
S (-1.5154, 3.8372, -1.3991)
C (-3.9738, -0.8713, 0.0899)
C (-4.7556, -2.1706, -0.1436)
C (-4.6663, -2.7510, -1.5588)
C (-5.6772, -3.8687, -1.8183)
C (-6.2408, -3.8599, -3.2446)
N (-6.8569, -5.1135, -3.6923)
N (-4.5350, -0.0346, 1.1347)
C (-5.8535, 0.5520, 0.9105)
N (-6.8012, 0.3897, 2.0006)
C (-7.2039, -0.9918, 2.2460)
H (-1.2379, -3.3884, -3.6003)
H (-0.6486, -1.7018, -3.6292)
H (0.4336, -3.0596, -3.9724)
H (-0.4816, -3.7434, -1.4333)
H (1.0501, -2.9668, -1.7634)
H (0.0745, -1.5751, -0.0825)
H (0.0253, -0.7416, -1.6094)
H (-2.3537, -1.1721, -1.7299)
H (-1.1776, -1.8021, 1.8566)
H (-2.8596, -1.7986, 2.2832)
H (-2.9814, -3.9976, 2.0235)
H (-1.9310, -4.8525, -0.1594)
H (-2.2719, 1.8414, 2.0773)
H (1.1700, 2.2723, -1.2083)
H (1.3785, 2.3309, 1.3797)
H (-4.4997, 1.8309, -1.5799)
H (-2.8368, 1.4222, -3.1344)
H (-4.0400, -0.3136, -0.8550)
H (-4.5519, -2.9313, 0.6147)
H (-5.8146, -1.9079, -0.0157)
H (-4.8850, -1.9245, -2.2557)
H (-3.6529, -3.0908, -1.7735)
H (-6.5258, -3.7553, -1.1278)
H (-5.2495, -4.8580, -1.6162)
H (-7.0208, -3.0966, -3.3195)
H (-5.4441, -3.6191, -3.9559)
H (-7.6880, -5.3036, -3.1446)
H (-6.2234, -5.8871, -3.5248)
H (-4.4728, -0.4665, 2.0461)
H (-5.7484, 1.6300, 0.7520)
H (-6.3176, 0.1302, 0.0073)
H (-6.3524, 0.7435, 2.8400)
H (-6.3639, -1.6908, 2.3892)
H (-7.7932, -1.3620, 1.4037)
H (-7.8026, -1.0327, 3.1589)
C (3.4909, -1.1302, -1.4760)
C (4.0612, -1.4747, -2.8400)
O (5.4037, -1.9241, -2.8167)
C (5.6515, -3.0915, -2.0557)
C (4.8768, -4.3142, -2.5178)
H (4.0984, -0.3677, -0.9860)
H (2.4764, -0.7433, -1.5834)
H (3.4487, -1.9986, -0.8158)
H (4.0742, -0.5838, -3.4688)
H (3.4197, -2.2069, -3.3463)
H (5.4671, -2.9047, -0.9914)
H (6.7210, -3.2730, -2.1627)
H (3.7988, -4.1802, -2.4159)
H (5.1606, -5.1805, -1.9194)
H (5.0918, -4.5294, -3.5653)
C (5.0242, 4.7217, -0.4233)
C (4.3604, 3.3629, -0.2983)
O (3.1734, 3.2266, -1.0637)
C (3.3127, 3.3931, -2.4681)
C (4.2615, 2.4043, -3.1221)
H (4.3295, 5.5134, -0.1388)
H (5.8984, 4.7744, 0.2252)
H (5.3588, 4.9236, -1.4414)
H (4.0497, 3.1984, 0.7341)
H (5.0698, 2.5651, -0.5448)
H (3.5988, 4.4213, -2.7126)
H (2.3052, 3.2459, -2.8605)
H (5.2866, 2.5217, -2.7692)
H (4.2633, 2.5530, -4.2022)
H (3.9503, 1.3794, -2.9122)
C (-1.5315, -1.6763, 6.8615)
C (-2.6848, -2.2765, 7.6481)
O (-3.4939, -3.1680, 6.9021)
C (-2.8363, -4.3064, 6.3747)
C (-2.2117, -5.2129, 7.4209)
H (-1.9015, -1.1543, 5.9778)
H (-0.9885, -0.9642, 7.4835)
H (-0.8209, -2.4340, 6.5292)
H (-3.3625, -1.4848, 7.9676)
H (-2.3142, -2.7613, 8.5586)
H (-2.0888, -4.0050, 5.6320)
H (-3.6113, -4.8527, 5.8357)
H (-1.4218, -4.7110, 7.9809)
H (-1.7723, -6.0866, 6.9388)
H (-2.9659, -5.5502, 8.1332)
C (9.2213, 9.4240, -1.0196)
C (8.6028, 8.2298, -1.7262)
O (7.3999, 7.7661, -1.1407)
C (6.3343, 8.6985, -1.0894)
C (5.8932, 9.2110, -2.4500)
H (9.4111, 9.1911, 0.0288)
H (10.1666, 9.6872, -1.4950)
H (8.5766, 10.3030, -1.0571)
H (9.2841, 7.3804, -1.6733)
H (8.4551, 8.4508, -2.7896)
H (6.5871, 9.5350, -0.4280)
H (5.5090, 8.1628, -0.6201)
H (6.6839, 9.7641, -2.9581)
H (5.0408, 9.8812, -2.3357)
H (5.5985, 8.3803, -3.0927)